Computed, not measured: C2H3BrO2 in the gas phase at a distorted geometry, with ωB97M-V/def2-TZVPD.

As for the structure (SMILES): O=C[C@@H](O)Br. The energy above the lowest of the compared OMol25 structures with the same formula, charge and spin comes out at 146.2 kJ/mol.

Last column: natural (NBO) charge in e.
Geometry (Å):
O: -0.842 -1.312 1.618  -0.50
C: -0.798 -0.571 0.676  0.40
C: 0.502 -0.043 -0.178  0.10
O: 0.146 0.260 -1.433  -0.67
Br: 0.638 1.773 0.930  -0.15
H: -1.836 -0.204 0.284  0.13
H: 1.357 -0.614 -0.026  0.19
H: 0.833 0.710 -1.871  0.49

=====

Computed, not measured: a gas-phase ion, C2H3BrO2P (charge -1) at a distorted geometry, with ωB97M-V/def2-TZVPD.

As for the structure (SMILES): C=C[P@](=O)([O-])Br. Its net charge is -1. The energy above the lowest of the compared OMol25 structures with the same formula, charge and spin comes out at 0.0 kJ/mol.

Last column: natural (NBO) charge in e.
Geometry (Å):
C: 0.222 1.538 -0.253  -0.39
C: 0.124 0.271 -0.591  -0.55
P: 0.078 -1.093 0.613  2.13
O: -0.385 -0.588 1.915  -1.13
O: 1.129 -2.114 0.368  -1.12
Br: -1.814 -1.924 -0.505  -0.51
H: 0.199 2.389 -0.785  0.17
H: 0.364 1.679 0.777  0.20
H: 0.083 -0.159 -1.540  0.21

=====

Computed, not measured: a molecular structure, C2H3CaO3 at a distorted geometry, with ωB97M-V/def2-TZVPD.

Its net charge is -1. The energy above the lowest of the compared OMol25 structures with the same formula, charge and spin comes out at 274.6 kJ/mol.

Last column: Mulliken charge in e.
Geometry (Å):
O: 0.361 1.012 1.416  -0.64
C: -0.305 0.561 0.368  0.10
C: -0.748 -0.468 -0.602  -0.16
O: 2.231 0.653 -0.519  -1.28
Ca: 1.901 -0.733 0.757  1.08
H: -1.829 -0.662 -0.566  0.26
H: -0.307 -0.458 -1.606  0.21
O: -0.171 -1.205 0.467  -0.86
H: -1.132 1.299 0.285  0.29

=====

Computed, not measured: a molecular structure, C2H3CdO2P at a distorted geometry, with ωB97M-V/def2-TZVPD.

Its net charge is +2. As for the total energy: -20046.4223 eV.

Last column: natural (NBO) charge in e.
Geometry (Å):
H: -1.933 0.200 -0.616  0.25
O: 0.875 -0.822 -1.236  -0.95
C: 0.199 -0.609 -0.135  -0.18
H: -0.112 -1.500 0.457  0.25
C: -0.972 0.294 -0.095  0.51
O: -0.633 1.415 0.413  -0.48
Cd: 1.751 0.031 -2.589  1.78
P: 0.762 0.695 1.315  0.81
H: 0.064 0.296 2.486  0.02

=====

Computed, not measured: a molecular structure, C2H3CeO at a distorted geometry, with ωB97M-V/def2-TZVPD.

Its spin multiplicity is 3. Its net charge is +1. As for the total energy: -17087.9951 eV. The expectation value of S² is 2.002.

Last column: Mulliken spin population.
Geometry (Å):
C: -0.141 -0.866 0.445  -0.01
C: -0.708 0.230 -0.135  0.00
O: -0.069 1.328 -0.426  -0.01
Ce: 2.351 1.847 -0.472  2.01
H: 0.451 -0.761 1.359  0.00
H: -0.264 -1.838 -0.035  0.00
H: -1.621 0.060 -0.736  0.00

=====

Computed, not measured: 2 unconnected molecules or ions with the total composition C2H3Cl2N at a distorted geometry, with ωB97M-V/def2-TZVPD.

The energy above the lowest of the compared OMol25 structures with the same formula, charge and spin comes out at 107.3 kJ/mol.

Last column: natural (NBO) charge in e.
Geometry (Å):
C: 1.648 0.301 0.232  0.29
C: -1.490 0.054 -0.606  -0.40
N: 2.493 0.168 1.023  -0.74
Cl: -2.742 0.823 0.368  -0.01
Cl: -1.206 -1.641 -0.132  -0.06
H: -1.617 -0.068 -1.620  0.21
H: -0.536 0.570 -0.525  0.25
H: 3.450 -0.207 1.261  0.46

=====

Computed, not measured: C2H3Cl2NO in the gas phase at a distorted geometry, with ωB97M-V/def2-TZVPD.

As for the structure (SMILES): C/C(Cl)=[N+](/[O-])Cl. The energy above the lowest of the compared OMol25 structures with the same formula, charge and spin comes out at 387.3 kJ/mol.

Last column: natural (NBO) charge in e.
Geometry (Å):
C: -1.064 0.330 0.006  -0.66
C: 0.399 0.284 0.130  0.11
Cl: 0.950 1.740 0.859  0.04
N: 1.231 -0.650 -0.112  0.16
O: 2.406 -0.755 -0.059  -0.37
Cl: 0.377 -2.150 -0.674  -0.01
H: -1.347 -0.381 -0.714  0.24
H: -1.214 1.373 -0.421  0.24
H: -1.737 0.209 0.985  0.25

=====

Computed, not measured: a molecular structure, C2H3Cl2NO4S2 at a distorted geometry, with ωB97M-V/def2-TZVPD.

Its spin multiplicity is 3. Its net charge is -2. As for the total energy: -58512.2882 eV. The expectation value of S² is 2.016.

Last column: Mulliken spin population.
Geometry (Å):
C: -4.349 0.588 -0.786  1.30
C: 2.177 -0.399 0.810  0.00
N: 0.309 -0.135 -1.126  0.09
O: -1.794 -1.509 -0.929  0.13
O: -0.274 -1.419 0.947  0.07
O: 2.442 1.002 -1.340  0.00
O: 0.883 1.899 0.338  0.00
S: -1.004 -0.599 -0.065  0.10
S: 1.341 0.743 -0.430  0.01
Cl: -3.728 0.366 0.891  0.22
Cl: 3.868 0.141 1.052  0.00
H: -3.612 1.131 -1.291  0.07
H: 2.176 -1.265 0.097  0.00
H: 1.565 -0.545 1.833  0.00